# 1
Entry from the OMol25 dataset: a molecular structure, C13H29AlBr3Cl3LiO9 (the ωB97M-V functional and the def2-TZVPD basis).

```
59
Properties=species:S:1:pos:R:3:forces:R:3:mulliken_charge:R:1
Br 2.2446 -4.8285 -4.1840 -0.1 0.2 -0.1 -0.02
Br -0.3763 -3.1517 -4.9122 0.2 0.0 0.0 0.00
Br 2.4790 -2.2324 -6.0291 -0.1 -0.1 0.1 -0.01
Cl -5.7869 -1.0179 5.7034 0.4 0.5 -0.4 -0.11
Cl 0.6476 -2.0116 2.1732 -0.4 -0.7 2.1 -0.44
Cl 2.8164 -1.5978 -1.8716 -0.2 -0.2 -0.9 -0.28
Al 1.3343 -2.9763 4.4572 -0.5 0.4 -1.4 0.54
O -3.2556 -1.8880 -1.2855 0.0 0.1 -0.2 -0.48
O 4.2750 0.3495 2.4270 -0.6 1.1 -0.3 -0.79
O -0.3783 2.6977 1.2518 0.1 -0.3 2.2 -0.39
O 0.9758 5.6354 -0.4620 -0.1 0.0 -0.1 -0.58
O -1.8948 1.2285 0.7386 0.2 0.1 0.8 -0.31
O -5.2155 1.3865 7.2016 0.0 -0.2 -0.6 -0.47
O 1.3926 -6.1067 -7.6060 0.0 0.1 -0.1 -0.47
O -1.8870 2.0595 2.8841 -0.4 0.3 0.4 -0.53
O 4.1784 1.2687 0.3395 -1.0 -0.6 1.1 -0.29
C 1.5106 2.2849 -0.0975 -0.5 0.6 -0.1 -0.80
C 0.4417 1.6095 0.7949 0.5 1.7 -1.9 1.26
C 1.3710 -3.7262 -5.5056 0.0 0.1 0.0 0.11
C -0.6647 0.7382 0.1464 0.6 -2.4 1.1 -0.45
C -4.9486 1.5680 5.8320 0.3 2.2 2.2 0.03
C 1.5853 -6.3426 -9.0000 -0.1 -0.2 0.2 -0.55
C -4.0707 -0.7220 -1.2026 0.3 -0.2 0.2 -0.34
C -3.5521 2.0978 5.6204 0.2 -0.8 -0.7 -0.75
C 3.0781 -0.8827 0.7744 0.3 1.0 0.6 0.12
C 3.9755 2.6032 0.8330 0.5 1.7 0.2 -0.43
C 2.4982 3.1201 0.7815 0.2 -0.9 -0.1 -0.72
C 3.8925 0.3243 1.2490 0.4 -1.9 -0.9 0.53
C -1.4680 2.0089 1.7887 0.5 0.0 -2.8 0.48
Li 2.6932 0.8486 3.1477 -0.2 -0.1 0.4 0.91
H -5.0424 0.5384 5.2879 -0.5 -1.2 -0.1 0.11
H 2.4121 -7.0396 -9.1531 0.0 0.0 -0.1 0.25
H -4.6369 -0.6304 -2.1263 0.1 -0.1 0.0 0.28
H -0.5918 -0.2815 0.5697 0.2 0.3 -0.3 -0.07
H -0.6622 0.5443 -0.9345 -0.3 1.1 0.2 0.40
H -3.3399 2.2306 4.5602 0.0 0.1 0.1 0.23
H -3.4312 3.0597 6.1293 -0.3 0.0 0.0 0.39
H -3.4431 0.1635 -1.0758 -0.2 0.1 0.0 0.08
H 4.5973 3.2822 0.2294 -0.1 -0.6 0.0 0.39
H 2.5234 -1.3840 1.6265 1.4 0.7 -1.2 -0.42
H 2.1046 3.1417 1.8209 0.0 0.1 -0.4 0.36
H -5.7077 2.2376 5.4132 -0.3 -0.6 -0.6 0.40
H 0.9546 3.0201 -0.7092 0.2 -0.5 0.1 0.45
H 0.6736 -6.7495 -9.4432 0.1 0.0 -0.1 0.26
H 0.9416 6.3803 -1.0715 0.1 0.0 0.0 0.30
H 1.8232 -5.3956 -9.4785 0.0 0.0 0.1 0.23
H 1.9959 1.5984 -0.8077 0.0 0.1 0.5 0.59
H -4.7645 -0.8093 -0.3625 -0.1 0.2 0.0 0.22
H -2.8147 1.4143 6.0445 0.0 0.0 0.0 0.23
H 1.1838 -6.9508 -7.1975 0.0 0.0 0.1 0.27
H 1.2257 -4.3437 -6.3854 0.1 0.0 0.1 -0.05
H 1.0077 1.2009 1.6647 -0.8 -0.5 -0.2 -0.70
H -2.7635 -1.9557 -0.4636 0.0 -0.1 0.0 0.28
H -5.1360 2.2453 7.6326 0.0 0.0 0.1 0.32
H 3.7443 -1.5902 0.2391 -0.2 0.3 0.4 0.53
H 2.3316 -0.5240 0.0414 0.3 -0.3 0.3 -0.06
H 0.0521 5.3930 -0.3359 0.0 0.0 0.1 0.29
H 2.5102 4.1656 0.4299 0.0 -0.5 0.3 0.36
H 4.3609 2.6937 1.8669 0.0 -0.2 -0.6 0.30
```
Positions in Å, forces in eV/Å.

Computed properties:
- Net charge: +1
- Electronic energy: -10541.9628 hartree
- LUMO: -8.59 eV

=====

# 2
Entry from the OMol25 dataset: a molecular structure, C13H29BeN3O7 (the ωB97M-V functional and the def2-TZVPD basis).

```
53
Properties=species:S:1:pos:R:3:forces:R:3:mulliken_charge:R:1
O 4.9252 -1.9344 -0.2172 -1.3 -0.4 1.8 -1.02
O 2.3698 2.2637 -1.1391 -3.0 0.7 -1.9 -0.75
O 2.0233 -0.6984 0.2732 0.0 -0.6 0.2 -0.32
O -2.1092 -0.0735 0.3083 0.4 0.2 -0.3 -0.86
O -0.4523 -0.8172 -2.4009 0.5 -0.2 -0.6 -0.48
O -0.6205 2.7535 -2.1610 1.1 -1.1 2.0 -0.80
O -0.0591 2.1805 1.3982 -0.2 0.6 0.6 -0.60
N 0.0671 3.5192 3.2312 -0.3 1.8 1.8 0.22
N -3.7891 -1.5187 0.6999 -2.4 0.2 0.8 2.17
N 0.8253 -2.5602 -3.1903 -0.4 0.4 1.1 0.31
C 0.6565 4.7807 3.8229 -0.5 -1.6 0.4 -1.09
C 1.9648 3.1489 -2.2341 0.4 -1.2 2.0 -0.52
C 0.5189 3.0319 -2.9408 -0.7 -0.8 1.0 -0.50
C 0.1364 -1.4136 -3.3040 0.0 0.1 -0.1 -0.04
C 3.8777 -2.5145 0.5506 1.1 0.3 -2.7 -0.51
C 0.9172 -3.1693 -1.8846 0.4 -0.4 0.7 -0.74
C 1.6055 -3.2272 -4.1958 -0.3 0.4 -0.5 -0.91
C -4.1949 -2.8489 1.0637 -0.6 -1.3 0.2 -3.31
C 0.3521 3.1983 1.9458 0.1 -2.2 -1.4 0.06
C -4.8591 -0.5010 0.9270 0.5 -0.2 0.8 -2.78
C -0.7965 2.7233 4.1347 0.4 0.0 0.1 -1.01
C -2.5309 -1.2153 0.4577 1.6 0.9 -0.4 0.84
C 2.6205 -1.7498 1.0774 -0.9 1.9 -0.9 -0.84
Be 0.1663 0.8277 -0.6685 2.1 1.3 -0.3 1.26
H 4.2082 -3.1553 1.3681 0.6 0.2 1.5 0.33
H 2.0909 4.1843 -1.9176 -0.9 0.9 0.8 0.25
H 1.2664 -4.2631 -4.2110 0.3 -0.2 -0.2 0.33
H 0.1100 -1.1193 -4.3646 -0.1 0.6 0.0 0.26
H 2.6801 -3.1645 -4.0243 0.0 -0.1 0.5 0.33
H 3.5287 -3.3589 -0.0438 -1.1 -0.7 -1.0 0.00
H -1.8509 -2.0789 0.3939 -0.2 0.0 0.0 -0.22
H 2.9094 -1.4234 2.0764 0.3 1.1 0.5 0.34
H -4.8812 -3.3401 0.3739 -0.1 0.3 -0.6 0.66
H 2.8273 3.1975 -2.8989 0.0 -0.8 -1.4 0.31
H 0.2711 3.9739 -3.4300 0.5 0.7 -0.3 0.33
H -4.5103 0.5290 1.0019 0.5 -0.2 -0.7 0.09
H -4.7718 -2.9095 1.9865 0.1 0.6 0.4 0.75
H -1.2755 1.8762 3.6437 0.1 0.4 -0.4 0.27
H -1.5148 3.3204 4.6963 -0.5 0.6 -0.8 0.33
H 0.3894 2.2643 -3.7038 1.3 -0.4 -0.8 0.14
H 1.8295 -2.4437 1.3620 -0.2 -1.1 -0.2 0.30
H 0.7010 5.6364 3.1493 0.2 -0.4 -0.3 0.35
H 0.0854 5.1008 4.6944 -0.6 -0.1 -0.2 0.32
H 1.0768 3.8161 1.3932 -0.2 0.4 0.3 0.35
H -5.2683 -0.6515 1.9259 0.0 -0.4 0.2 0.88
H 1.4704 -2.7996 -5.1892 -0.4 0.2 0.0 0.28
H -3.4118 -3.5933 1.2077 0.5 0.5 -0.2 0.20
H -5.7208 -0.5913 0.2657 0.3 -0.1 -0.4 0.74
H -0.2991 2.3104 5.0123 1.1 -0.3 -0.3 0.35
H 1.9638 -3.1953 -1.5813 0.0 0.0 0.3 0.27
H 0.3591 -2.6514 -1.1046 0.2 0.4 -0.4 -0.01
H 0.5174 -4.1822 -1.9328 0.0 -0.3 -0.1 0.33
H 1.6047 4.5262 4.2965 0.5 0.2 -0.5 0.34
```
Positions in Å, forces in eV/Å.

Computed properties:
- Net charge: -3
- Electronic energy: -1217.8765 hartree
- Spin multiplicity: 2
- <S²>: 0.750
- LUMO (alpha / beta): 5.84 / 5.77 eV

=====

# 3
Entry from the OMol25 dataset: a molecular structure, C13H29Cl3NbO20S5 (the ωB97M-V functional and the def2-TZVPD basis).

```
71
Properties=species:S:1:pos:R:3:forces:R:3:mulliken_charge:R:1
Nb -1.2653 4.9403 -1.2487 1.2 -0.9 3.2 -0.58
Cl -0.4161 1.7734 -0.8572 -0.3 0.3 -0.8 -0.13
Cl 2.1484 2.5992 0.3110 0.2 0.7 -0.4 -0.28
Cl -0.5924 5.1629 1.1407 -0.3 -0.2 -1.2 -0.45
S -0.3620 -2.2332 0.9926 -0.5 0.4 -0.2 0.82
S -3.5677 7.2007 -4.1658 0.4 -0.3 0.5 1.05
S -4.0378 -7.0420 3.5704 0.2 -0.1 0.0 1.05
S 5.8817 0.0380 4.0812 -0.4 0.1 -0.2 1.11
S 3.8309 -6.5700 -1.6810 0.0 0.4 0.0 1.08
O -5.1547 -7.3963 2.7584 0.3 0.3 0.4 -0.54
O -3.0588 -6.0943 2.7020 -0.4 -0.5 0.0 -0.22
O 2.6996 -7.3844 -1.3768 0.6 0.1 -0.1 -0.53
O -2.3849 7.1587 -3.3755 -0.7 0.4 -1.1 -0.39
O 3.3799 -5.4040 -2.7001 0.5 -0.4 0.4 -0.33
O 6.2528 1.1397 4.9096 0.1 -0.6 -0.4 -0.54
O -1.2484 -3.4592 1.5593 0.3 0.2 -0.4 -0.16
O 4.1360 -5.6288 -0.4061 -0.5 -0.3 -0.4 -0.31
O 5.4910 0.6083 2.6247 0.1 0.0 0.7 -0.32
O -4.8276 7.5111 -3.1999 0.0 0.0 -0.7 -0.30
O -3.5889 8.6070 -4.9754 -0.1 -0.1 0.4 -0.32
O 4.4105 -0.4635 4.5131 0.6 -0.1 -0.3 -0.33
O 6.7178 -1.1080 3.9226 -0.2 0.5 0.3 -0.55
O -1.5645 -1.3943 0.3241 0.5 -0.3 0.7 -0.17
O 0.1547 -1.4920 2.0956 0.1 -0.3 -0.6 -0.52
O 5.0612 -7.1218 -2.1488 -0.7 0.0 0.1 -0.54
O -3.0471 -8.3115 3.6836 -0.2 0.6 0.1 -0.32
O -3.9396 6.1537 -5.0603 0.1 0.4 0.4 -0.57
O -4.1873 -6.4755 4.8709 -0.2 -0.3 -0.6 -0.54
O 0.4774 -2.7414 -0.0450 0.0 0.1 0.6 -0.51
C 3.4353 0.1133 3.6307 -0.2 0.5 -0.1 -0.22
C 2.2358 4.9440 -1.1734 0.9 -0.4 0.2 -1.26
C -2.7233 -2.2271 0.2224 -0.1 -0.4 -0.3 -0.45
C -1.7271 -6.6244 2.7403 0.4 0.0 0.4 -0.29
C -4.7693 9.3384 -4.6485 -0.4 -0.1 -0.1 -0.34
C 1.7459 3.4891 -1.2414 -0.3 -0.2 -1.0 0.30
C -5.1219 8.9055 -3.2372 0.3 0.3 0.2 -0.32
C 3.2415 -4.1652 -1.9898 -0.5 0.3 0.4 -0.13
C -2.6396 -3.1507 1.4216 -0.5 0.3 0.2 -0.27
C 4.1469 0.2276 2.2978 -0.3 -0.4 -0.2 0.46
C -1.9161 -8.1269 2.8239 0.1 0.0 -0.5 -0.35
C 4.2179 -4.2639 -0.8343 0.4 0.3 -0.3 -0.27
C 0.2326 3.2795 -1.7130 1.0 -0.2 0.5 -0.66
H -2.1552 -8.5517 1.8464 0.0 0.0 0.0 0.30
H -3.2151 -4.0616 1.2828 0.2 -0.1 0.0 0.32
H 3.1604 1.0970 4.0178 0.0 0.0 0.0 0.31
H -3.6268 -1.6232 0.2219 0.2 0.2 0.1 0.35
H -2.9706 -2.6468 2.3321 0.0 0.0 0.0 0.25
H -1.1723 -6.3215 1.8559 -0.2 0.1 -0.1 0.34
H -1.2304 -6.2353 3.6318 0.0 0.0 0.0 0.26
H 4.1794 -0.7359 1.7830 0.0 0.0 0.0 0.08
H 3.9647 -3.5928 -0.0178 -0.1 -0.2 0.1 0.23
H -6.1691 9.0774 -2.9992 0.0 -0.2 0.0 0.30
H -0.1969 6.3012 -1.8246 -0.5 0.6 -0.6 0.03
H -4.4925 9.4079 -2.4982 0.0 0.1 0.0 0.29
H 0.2295 3.0569 -2.7889 0.2 -0.2 0.4 0.50
H 2.3759 2.9897 -1.9946 -0.1 0.0 0.4 0.28
H -2.5565 6.1993 -1.0040 -0.2 0.0 -0.4 0.12
H 2.2129 -4.0867 -1.6321 0.0 0.1 0.0 0.20
H 5.2422 -4.0698 -1.1618 0.0 0.0 0.0 0.31
H 3.3414 4.9176 -1.1849 -0.3 0.0 0.1 0.36
H -2.6591 -2.7866 -0.7142 -0.1 0.0 0.0 0.30
H 2.5505 -0.5162 3.5774 0.1 -0.1 0.1 0.23
H -5.5548 9.0595 -5.3558 0.0 0.0 0.0 0.28
H -4.5802 10.4075 -4.7191 0.2 -0.1 0.0 0.29
H 1.9317 5.5093 -2.0611 -0.2 -0.2 0.3 0.29
H 1.9541 5.4651 -0.2535 -0.3 -0.1 -0.3 0.30
H 3.4615 -3.3275 -2.6469 0.1 -0.2 -0.2 0.32
H 3.6874 0.9677 1.6506 0.2 0.2 0.0 -0.13
H -2.5234 3.7221 -0.7511 -1.0 0.5 -0.5 0.06
H -1.0447 -8.6305 3.2350 -0.1 0.0 0.2 0.32
H -1.9016 4.6958 -2.9449 0.2 -0.2 0.6 0.08
```
Positions in Å, forces in eV/Å.

Computed properties:
- Net charge: -1
- Electronic energy: -5445.7832 hartree
- LUMO: 1.51 eV